Entry 1:
Here is a structure of composition C23H23N4O2PdSi at a distorted geometry from the Open Molecules 2025 dataset. Energies are from ωB97M-V with the def2-TZVPD basis set.

Element x y z (Å)
Pd -5.17 0.68 0.11
C 9.79 -1.74 -0.38
O 9.10 -0.57 0.02
C 7.76 -0.58 -0.01
C 7.13 0.60 0.39
C 5.75 0.69 0.39
C 4.97 -0.40 -0.01
C 5.61 -1.56 -0.41
C 6.99 -1.67 -0.42
C 3.51 -0.26 0.00
N 2.86 0.82 0.36
C 1.54 0.50 0.22
C 1.38 -0.79 -0.22
N 2.66 -1.27 -0.36
C 0.10 -1.37 -0.45
C -0.02 -2.69 -0.90
C -1.26 -3.24 -1.11
C -2.36 -2.43 -0.86
N -2.26 -1.19 -0.44
C -1.08 -0.60 -0.21
C -0.89 0.77 0.26
N -1.94 1.59 0.51
C -1.84 2.83 0.93
C -0.59 3.40 1.16
C 0.53 2.63 0.92
C 0.39 1.31 0.47
H 10.85 -1.51 -0.28
H 9.57 -1.98 -1.42
H 9.54 -2.59 0.26
H 7.74 1.43 0.70
H 5.26 1.60 0.71
H 5.04 -2.43 -0.73
H 7.45 -2.59 -0.73
H 2.93 -2.19 -0.66
H 0.88 -3.27 -1.08
H -1.39 -4.26 -1.46
H -3.37 -2.80 -1.01
H -2.76 3.37 1.10
H -0.52 4.42 1.50
H 1.53 3.01 1.07
O -3.06 0.47 0.10
C -7.68 2.27 -1.17
Si -7.36 0.99 0.14
C -8.07 -0.69 -0.24
C -7.72 1.59 1.87
H -8.76 2.46 -1.20
H -7.38 1.92 -2.16
H -7.18 3.21 -0.97
H -9.16 -0.60 -0.23
H -7.79 -1.43 0.51
H -7.77 -1.05 -1.22
H -8.80 1.76 1.95
H -7.22 2.53 2.10
H -7.44 0.86 2.63

Values from the calculation:
Energy relative to the best compared isomer or geometry (same formula, charge and spin) ... 7.144 eV
LUMO (spin up / spin down) ... -4.53 / -4.53 eV
Max |F| ... 0.1067 Eh/bohr
HOMO-LUMO gap (spin up / spin down) ... 0.1981 / 0.1981 hartree
Net charge ... +1
HOMO energy (spin up / spin down) ... -9.92 / -9.92 eV
Calculated total energy ... -1676.7714 hartree

---

Entry 2:
Here is a structure of composition C14H11BBaClF4NO4 at a distorted geometry from the Open Molecules 2025 dataset. Energies are from ωB97M-V with the def2-TZVPD basis set.

Element x y z (Å)
Ba 0.47 -0.39 -1.19
O -4.66 0.22 -1.58
C -3.45 -0.27 -1.31
O -2.44 0.07 -1.87
C -3.48 -1.35 -0.25
C -4.65 -1.81 0.34
C -4.54 -2.86 1.23
C -3.29 -3.40 1.50
C -2.18 -2.84 0.90
N -2.28 -1.83 0.03
C -0.75 -3.32 1.08
O -0.53 -4.46 1.73
O 0.17 -2.68 0.64
H -4.55 0.90 -2.26
H -5.60 -1.37 0.08
H -5.43 -3.27 1.71
H -3.22 -4.23 2.19
H -1.35 -4.86 2.04
Cl 5.87 3.47 1.30
C 4.27 3.22 0.61
C 3.19 3.00 1.44
C 1.93 2.77 0.90
C 1.70 2.75 -0.50
C 0.39 2.44 -1.05
C 2.84 3.00 -1.30
C 4.09 3.22 -0.76
H 3.33 3.01 2.52
H 1.09 2.61 1.57
H 0.21 2.86 -2.05
H -0.44 2.62 -0.36
H 2.72 3.00 -2.38
H 4.95 3.38 -1.41
F 2.22 -0.38 0.34
B 3.20 -0.73 -0.68
F 3.12 -2.10 -0.89
F 4.42 -0.25 -0.39
F 2.66 -0.10 -1.91

Values from the calculation:
Energy relative to the best compared isomer or geometry (same formula, charge and spin) ... 1.572 eV
LUMO ... -1.57 eV
Max |F| ... 0.0671 Eh/bohr
HOMO-LUMO gap ... 0.1424 hartree
HOMO energy ... -5.45 eV
Calculated total energy ... -1806.1079 hartree

---

Entry 3:
Here is the ion H3N3O2P with charge -1 at a distorted geometry from the Open Molecules 2025 dataset. Energies are from ωB97M-V with the def2-TZVPD basis set.

Element x y z (Å)
H -1.70 -2.08 -0.05
N -1.19 -1.29 0.32
N -0.13 -1.11 -0.50
P 1.01 0.11 0.00
N -0.03 1.53 0.08
O 1.43 -0.20 1.36
O 1.99 0.25 -1.11
H -0.91 1.27 0.67
H -0.48 1.52 -0.76

Values from the calculation:
Energy relative to the best compared isomer or geometry (same formula, charge and spin) ... 1.352 eV
LUMO ... 3.81 eV
Max |F| ... 0.1259 Eh/bohr
HOMO-LUMO gap ... 0.3234 hartree
Net charge ... -1
HOMO energy ... -4.99 eV
Calculated total energy ... -657.9888 hartree

---

Entry 4:
Here is a structure of composition C3H3O3Sm at a distorted geometry from the Open Molecules 2025 dataset. Energies are from ωB97M-V with the def2-TZVPD basis set.

Element x y z (Å)
C -2.96 -1.41 -0.15
C -2.61 -0.13 -0.29
O -1.43 0.33 -0.74
Sm 0.58 1.72 0.06
H -2.27 -2.23 -0.36
H -4.00 -1.66 0.07
H -3.29 0.67 0.01
O 0.06 1.42 -2.45
C -0.97 0.82 -2.67
O -1.80 0.63 -3.49

Values from the calculation:
⟨S²⟩ ... 12.01
Multiplicity ... 7
Energy relative to the best compared isomer or geometry (same formula, charge and spin) ... 0.706 eV
LUMO (spin up / spin down) ... -5.88 / -5.75 eV
Max |F| ... 0.0607 Eh/bohr
HOMO-LUMO gap (spin up / spin down) ... 0.2123 / 0.2175 hartree
Net charge ... +1
HOMO energy (spin up / spin down) ... -11.66 / -11.67 eV
Calculated total energy ... -999.5120 hartree